Here is C39H57FO30 as an isolated structure from the Open Molecules 2025 dataset. Energies are from the ωB97M-V functional and the def2-TZVPD basis.

Cartesian coordinates (Å):
C -0.098819 2.764814 6.320432
C -0.896490 3.674441 5.380104
C -1.135444 3.075779 4.011949
O -2.392859 2.453662 4.159714
C -3.088519 3.051502 5.176657
O -4.231341 2.886131 5.415218
O -2.227006 3.797962 5.911094
H 0.951215 3.047334 6.198986
H -0.291241 1.697874 6.302942
H -0.300875 3.260334 7.276414
H -0.360575 4.619336 5.432853
H -0.341710 2.391030 3.723357
H -1.164190 3.864999 3.258642
C 4.076247 -1.469319 -1.270049
C 2.946846 -2.155622 -0.497581
C 2.233331 -3.258367 -1.295025
O 2.606017 -4.472803 -0.682588
C 3.162829 -4.237664 0.478215
O 3.457871 -4.976496 1.368066
O 3.364398 -2.883512 0.637435
H 4.755095 -2.289524 -1.528541
H 4.623259 -0.782410 -0.619811
H 3.830634 -0.882465 -2.150924
H 2.241610 -1.353362 -0.252944
H 2.687888 -3.154486 -2.283752
H 1.159777 -3.120777 -1.409213
C 5.184821 4.899025 3.276885
C 4.251976 4.635468 2.110927
C 4.220785 3.159708 1.740574
O 2.877393 2.923214 1.405585
C 2.105643 3.868576 1.957196
O 0.918353 3.947888 1.999869
O 2.907786 4.796853 2.526145
H 5.088579 4.316009 4.190084
H 5.029101 5.937121 3.584907
H 6.222831 4.862330 2.938817
H 4.475399 5.226689 1.219286
H 4.441421 2.546096 2.618897
H 4.979461 3.038369 0.966904
C -6.779746 -2.976065 2.315392
C -5.863219 -3.090063 1.089986
C -6.530715 -2.739536 -0.248124
O -5.577373 -1.772718 -0.803534
C -4.698482 -1.397608 0.114441
O -3.855029 -0.566434 -0.073552
O -4.879907 -2.065681 1.258649
H -7.019823 -1.952135 2.588828
H -6.317167 -3.460429 3.174754
H -7.670787 -3.555865 2.062618
H -5.544804 -4.116466 0.906766
H -7.571693 -2.441042 -0.140771
H -6.382675 -3.521741 -0.989050
C 3.688810 1.420556 -4.587884
C 3.248721 0.062313 -5.013135
C 1.727252 -0.196022 -5.001088
O 1.373575 -0.360459 -6.370846
C 2.493711 -0.225067 -7.137847
O 2.486120 -0.146817 -8.327197
O 3.578157 -0.194483 -6.385909
H 4.678546 1.677943 -4.970459
H 3.664787 1.533355 -3.505856
H 3.086157 2.195040 -5.076049
H 3.692226 -0.699692 -4.369863
H 1.311542 0.676024 -4.493150
H 1.510821 -1.139962 -4.504950
C 2.634336 1.448742 4.378308
C 2.288854 0.769235 3.056272
C 3.013634 -0.603275 2.856274
O 1.913618 -1.495393 2.643816
C 0.748299 -0.802435 2.646139
O -0.330260 -1.285395 2.482734
O 0.937941 0.411783 3.147801
H 2.084452 2.399607 4.397567
H 3.667643 1.676552 4.629705
H 2.143260 1.009499 5.250821
H 2.526826 1.441459 2.229698
H 3.613990 -0.862794 3.725619
H 3.632588 -0.599454 1.960587
C 0.194767 -6.501600 1.221037
C -1.046183 -5.682178 1.549771
C -0.917923 -4.148574 1.373304
O -1.993227 -3.815383 0.504776
C -2.681389 -4.912974 0.148175
O -3.679118 -4.975456 -0.501360
O -1.978285 -6.015189 0.518420
H 0.023574 -7.445258 1.742950
H 1.111552 -6.011643 1.552672
H 0.317099 -6.731474 0.164885
H -1.273019 -5.775527 2.614454
H 0.019475 -3.801632 0.936098
H -1.066041 -3.662996 2.334108
C -3.070117 -2.614017 -4.501211
C -2.459573 -1.214711 -4.715252
C -3.279453 -0.499449 -5.766506
O -3.496940 0.773595 -5.176115
C -3.214753 0.710305 -3.834618
O -3.452232 1.624865 -3.118559
O -2.696978 -0.483500 -3.507643
H -4.139828 -2.580797 -4.286624
H -2.638503 -3.036528 -3.590790
H -2.963829 -3.299549 -5.341130
H -1.403680 -1.280113 -4.968917
H -4.228480 -0.970737 -6.025272
H -2.718401 -0.371785 -6.694262
C -0.847629 0.934140 0.378939
C -0.357723 -0.493247 0.177141
C -1.011292 -1.244144 -0.962264
O -0.015542 -1.626731 -1.892399
C 1.168209 -1.246056 -1.411245
O 2.267930 -1.543338 -1.804041
O 0.996773 -0.527474 -0.280242
H -0.260517 1.491367 1.112559
H -1.920727 0.989179 0.548030
H -0.655880 1.576961 -0.490483
H -0.554023 -1.004962 1.121000
H -1.706858 -0.520602 -1.391436
H -1.638194 -2.113521 -0.769856
C -1.329528 4.634716 -2.348569
C -0.613798 5.254368 -1.216999
O 0.313674 6.058343 -1.974878
C -0.354245 6.487486 -3.105470
O 0.017956 7.401205 -3.759830
O -1.490180 5.798532 -3.158079
F 0.028933 4.319165 -0.461609
H -2.335512 4.260877 -2.146229
H -0.837673 3.779321 -2.812547
H -1.128353 5.895901 -0.499128

Cartesian forces, eV/Å:
C 0.24 1.93 0.51
C 0.47 -1.37 0.80
C 0.56 1.13 -0.21
O -0.75 -0.17 -0.07
C 1.38 -0.34 -0.17
O -0.48 0.00 0.01
O -0.24 0.50 -0.25
H 0.10 -0.68 -0.32
H -0.11 0.02 -0.03
H -0.18 -0.85 0.39
H -0.55 0.34 -0.46
H -0.37 -0.32 0.03
H -0.30 -0.16 -0.15
C 5.15 -0.74 2.18
C 1.93 -1.48 3.71
C 2.12 -2.81 0.41
O -0.73 -2.09 -0.25
C 0.93 2.57 1.82
O -0.23 -1.00 -0.47
O 1.44 -1.67 1.57
H 0.57 0.33 -0.21
H 0.41 -0.21 0.29
H 0.96 -0.16 0.25
H 3.83 -2.21 4.99
H -0.15 -2.01 0.02
H 0.22 -1.70 0.63
C 0.43 1.56 -0.34
C 0.19 -1.47 1.09
C 1.35 0.59 0.60
O -0.43 0.04 -1.88
C -0.04 1.55 0.64
O 0.50 -0.89 -0.14
O -0.62 0.92 0.11
H -0.41 -0.49 -0.36
H 0.07 0.00 0.01
H -0.02 -0.18 0.00
H -0.13 0.32 0.27
H 0.25 -0.04 -0.17
H -0.64 -0.80 -0.38
C 0.20 -1.10 -0.60
C -1.72 0.58 0.44
C 1.72 -0.04 -0.62
O -1.54 0.30 -0.17
C 0.62 0.51 -0.08
O -0.13 -0.28 0.23
O 0.76 -0.77 -0.04
H -0.06 0.06 -0.29
H 0.04 0.07 0.02
H -0.24 0.18 0.31
H 1.10 0.21 0.79
H 0.17 0.68 -0.36
H -0.76 -0.48 0.34
C 0.14 1.12 -0.73
C -0.31 -1.25 0.11
C 0.88 -0.17 0.31
O -0.03 0.75 0.09
C -0.86 0.08 -0.99
O -0.11 -0.25 0.36
O 1.10 0.24 0.71
H 0.24 -0.49 0.32
H -0.07 0.04 0.01
H -0.36 -0.08 0.32
H 0.44 -0.02 -0.35
H -0.87 -0.22 -0.38
H -0.26 0.21 0.27
C -1.21 1.12 0.44
C 2.42 -0.63 1.33
C -0.54 0.91 -0.32
O -0.51 0.17 -0.55
C 1.12 -1.28 3.05
O 0.37 -0.83 2.44
O -0.92 0.76 -1.08
H 0.38 0.26 -0.32
H 0.17 -0.31 -0.38
H 0.37 -0.82 -0.20
H -0.85 -0.84 0.36
H -0.23 -0.44 0.02
H 0.04 -0.16 0.05
C -0.11 -0.19 0.77
C 2.14 1.19 -1.39
C 0.26 -0.36 0.26
O -1.02 0.33 -0.06
C 0.95 -0.96 -0.32
O -0.05 0.65 0.12
O -1.44 -0.05 1.22
H 0.60 -0.13 -0.08
H -0.02 -0.20 0.26
H -0.28 0.31 -0.10
H -1.10 -0.94 -0.36
H 0.01 -0.11 -0.09
H 0.02 0.28 -0.17
C 0.37 -0.04 0.79
C -1.60 -2.32 -0.20
C 0.62 0.71 -0.63
O 0.03 0.05 0.49
C -0.74 0.56 -1.06
O 0.38 -0.01 0.62
O 0.38 0.50 -0.37
H -0.01 0.49 -0.10
H 0.21 -0.29 -0.24
H 0.40 0.13 -0.06
H 0.12 0.26 0.28
H -0.04 -0.04 0.35
H -0.02 0.10 0.05
C 0.89 0.86 -1.07
C -2.06 0.13 -1.39
C -3.03 1.14 -0.41
O 1.19 0.32 -0.57
C -3.70 3.08 -1.84
O -11.56 9.29 -11.83
O 0.20 0.80 -0.24
H -0.32 -0.43 0.58
H 0.06 -0.29 0.38
H -0.14 -0.40 -0.45
H 0.43 0.18 -2.15
H 0.16 -0.30 -0.68
H 0.49 0.03 0.51
C -2.62 -0.37 0.23
C 1.44 -0.26 0.33
O 0.37 0.02 0.63
C 0.74 0.61 1.57
O -0.29 -0.42 -0.41
O -0.43 -0.50 -1.81
F 0.36 0.22 -0.46
H 0.04 0.21 0.26
H 0.65 0.45 -0.18
H -0.39 -0.03 -0.37

Results
Net charge: 0
HOMO-LUMO gap (eV): 9.324
Calculated total energy (eV): -105499.5799
Spin multiplicity: 1


Here is a 2-piece molecular cluster, C12H17N overall from the Open Molecules 2025 dataset. Energies are from the ωB97M-V functional and the def2-TZVPD basis.

Cartesian coordinates (Å):
C 0.787795 -1.733425 -4.702245
C 0.066624 -0.098169 -1.392719
C 0.969798 -0.540063 -2.408151
C 0.244989 -1.026104 -3.490641
C -1.114293 -0.788082 -3.214521
C 0.493002 0.617475 -0.261826
C 1.865122 0.579390 0.053130
C 2.772547 -0.143410 -0.748032
C 2.315222 -0.689194 -1.930250
N -1.198418 -0.264238 -1.911802
H -0.189558 1.268918 0.265465
H 2.357370 1.221718 0.783680
H -2.013249 -0.306502 -1.334399
H 3.834646 -0.098891 -0.529648
H -1.972812 -0.944371 -3.842307
H 2.966265 -1.405969 -2.447576
H 1.525366 -2.437679 -4.274430
H 1.395322 -1.120521 -5.365233
H 0.086224 -2.433416 -5.150588
C -1.517220 0.546606 4.259241
C -1.216384 0.222861 2.775417
C -1.344940 2.044037 4.558618
H -2.552890 0.276709 4.507115
H -0.987226 -0.146169 4.916966
H -1.477802 0.898492 1.963996
H -0.656850 2.444379 3.813592
H -2.294028 2.553825 4.417157
H -1.979569 -0.550857 2.568341
H -0.238167 -0.200513 2.574968
H -0.926876 2.253177 5.546694

Cartesian forces, eV/Å:
C 1.00 -0.79 1.59
C 0.03 1.02 -1.05
C 0.28 -0.59 2.10
C -1.41 0.46 -0.65
C 0.57 -0.74 -0.03
C -0.67 -0.38 -0.05
C 1.92 0.05 -0.10
C -1.31 1.14 0.24
C 1.22 -1.36 -1.32
N 0.13 0.39 -0.11
H -0.10 -0.14 0.13
H -0.62 -0.02 0.26
H -0.16 0.14 -0.06
H -0.03 -0.32 0.16
H -0.17 -0.03 0.09
H 0.02 0.42 -0.18
H 0.10 0.09 -0.17
H -0.45 0.13 -0.44
H -0.32 0.57 -0.53
C -0.47 0.50 -0.37
C -1.70 -1.73 0.30
C 0.62 -0.39 -0.06
H -0.02 0.13 -0.34
H 0.60 0.37 -0.11
H 0.29 0.89 0.60
H 0.10 0.19 0.15
H -0.05 0.16 0.15
H 0.70 -0.38 -0.25
H 0.15 0.17 0.04
H -0.24 0.06 0.00

Results
⟨S²⟩: 0.775
Net charge: -1
HOMO-LUMO gap (spin up / spin down) (eV): 2.611 / 6.026
ΔE to the lowest compared entry with this formula, charge and spin (eV): 1.126
Calculated total energy (eV): -14207.9074
Spin multiplicity: 2


Question: The lowest calculated total energy belongs to which entry?
Answer: C39H57FO30


Question: Which of these has the highest net charge?
Answer: C39H57FO30